Entry 1:
Formula: C6H14O
Source: the Open Molecules 2025 dataset
Level of theory: ωB97M-V with the def2-TZVPD basis set

Cartesian coordinates (Å):
C -1.290 -2.000 0.533
C 0.183 -2.052 0.143
C 1.070 -1.026 0.887
C 0.734 0.440 0.607
C 1.561 2.000 -1.227
C 0.892 0.895 -0.834
H -1.915 -2.784 -0.012
H -1.719 -1.032 0.244
H -1.411 -2.168 1.614
H 0.579 -3.085 0.406
H 0.310 -1.982 -0.933
H 2.107 -1.190 0.553
H 0.985 -1.241 1.963
H 1.345 1.113 1.251
H -0.320 0.661 0.938
H 2.037 2.633 -0.497
H 1.668 2.219 -2.323
H 0.365 0.242 -1.593
H -2.812 2.515 -0.383
H -1.493 1.732 -0.611
O -2.329 1.603 -0.158

The calculation puts the gap between HOMO and LUMO at 0.3886 Eh. The calculation puts the LUMO energy at 0.8385 eV. Its SMILES is C=CCCCC.O. The energy above the lowest of the compared OMol25 structures with the same formula, charge and spin comes out at 122.50 kJ/mol. As for the spin multiplicity: 1.

Entry 2:
Formula: C25H38FN4O9P
Source: the Open Molecules 2025 dataset
Level of theory: ωB97M-V with the def2-TZVPD basis set

Cartesian coordinates (Å):
C -1.076 -4.660 2.710
C -2.056 -3.711 2.099
O -3.095 -3.388 2.593
N -1.598 -3.161 0.820
C -1.836 -4.038 -0.246
C -1.378 -3.564 -1.603
O -2.307 -5.138 -0.079
C -1.914 -1.775 0.598
C -0.961 -0.807 0.794
P 0.776 -1.177 1.326
N 0.519 -1.653 2.963
O 1.184 -2.674 0.791
C -1.282 0.578 0.573
C -0.215 1.637 0.757
C -0.120 2.175 2.174
O -1.411 2.646 2.606
C -2.020 1.932 3.575
O -3.189 1.673 3.561
C -2.552 0.929 0.183
C -2.991 2.347 -0.059
C -3.211 2.700 -1.550
C -2.225 3.736 -2.072
F -3.126 1.575 -2.366
C -3.523 -0.074 -0.021
N -4.777 0.295 -0.416
C -5.651 -0.642 -0.615
C -7.025 -0.259 -1.068
C -5.298 -2.027 -0.415
O -6.255 -2.986 -0.597
N -4.133 -2.401 -0.031
C -3.211 -1.422 0.184
H -0.213 -4.084 3.042
H -0.720 -5.374 1.970
H -1.527 -5.165 3.559
H -0.859 -2.608 -1.577
H -2.249 -3.449 -2.250
H -0.752 -4.338 -2.042
H 1.265 -2.286 3.236
H 0.595 -0.831 3.551
H 1.219 -2.704 -0.171
H -0.433 2.478 0.099
H 0.759 1.260 0.454
H 0.553 3.030 2.199
H 0.234 1.410 2.870
H -1.374 1.648 4.422
H -3.927 2.489 0.478
H -2.295 3.057 0.378
H -4.210 3.126 -1.649
H -2.657 4.278 -2.912
H -2.021 4.476 -1.297
H -1.288 3.268 -2.373
H -7.765 -1.007 -0.796
H -7.286 0.720 -0.675
H -7.038 -0.178 -2.159
H -6.383 -3.165 -1.534
C 2.777 0.165 -2.073
O 3.676 0.424 -1.023
C 4.568 -0.631 -0.712
C 5.998 -0.161 -0.565
O 6.617 0.308 -1.748
C 6.196 1.528 -2.328
C 6.550 2.780 -1.556
O 5.864 2.873 -0.321
C 6.665 3.208 0.789
H 1.875 -0.339 -1.698
H 2.481 1.122 -2.504
H 3.228 -0.443 -2.864
H 4.519 -1.419 -1.472
H 4.262 -1.068 0.248
H 6.583 -1.040 -0.281
H 6.088 0.559 0.251
H 5.132 1.511 -2.576
H 6.744 1.584 -3.272
H 6.267 3.640 -2.178
H 7.633 2.816 -1.402
H 7.656 2.746 0.725
H 6.168 2.828 1.682
H 6.781 4.292 0.887

The calculation puts the gap between HOMO and LUMO at 0.2938 Eh. The calculation puts the LUMO energy at -0.3198 eV. Its SMILES is CC(=O)N(C(C)=O)c1c(P(N)O)c(CCOC=O)c(C[C@@H](C)F)c2nc(C)c(O)nc12.COCCOCCOC. As for the spin multiplicity: 1.

Entry 3:
Formula: C40H58F24IN2O33S9
Source: the Open Molecules 2025 dataset
Level of theory: ωB97M-V with the def2-TZVPD basis set

Cartesian coordinates (Å):
C 4.374 2.998 -0.061
O 4.068 3.994 -1.091
C 2.746 3.703 -1.579
C 2.337 4.465 -2.927
C 2.540 3.656 -4.304
C 1.186 2.893 -4.794
C 1.068 1.614 -3.786
C -0.246 0.808 -4.209
C -0.705 -0.398 -3.261
C 0.173 -1.667 -3.675
F -0.257 -2.799 -2.870
F -0.072 -2.147 -5.010
C 1.757 -1.639 -3.566
F 2.360 -0.935 -2.510
F 2.109 -3.015 -3.241
C 2.610 -1.423 -4.900
F 2.008 -0.491 -5.825
F 2.582 -2.652 -5.654
C 4.127 -1.016 -4.863
F 4.206 0.414 -5.015
F 4.687 -1.482 -6.107
C 5.183 -1.413 -3.774
F 6.427 -0.983 -4.385
F 5.210 -0.601 -2.589
C 5.440 -2.959 -3.443
F 4.719 -3.883 -4.226
F 6.814 -3.269 -3.738
C 5.345 -3.356 -1.872
F 4.175 -2.911 -1.228
F 6.442 -2.794 -1.146
C 5.431 -4.946 -1.624
F 5.426 -5.109 -0.201
F 4.234 -5.640 -2.059
F 6.639 -5.542 -2.067
C -0.427 -0.138 -1.668
N -1.488 0.575 -0.916
C -2.366 1.449 -1.715
C -3.065 0.489 -2.819
C -4.422 -0.066 -2.089
C -4.223 -0.878 -0.738
C -5.325 -2.080 -0.737
I -4.655 0.286 1.086
S -3.786 1.636 -4.089
O -5.285 1.430 -4.284
O -3.241 1.453 -5.505
C -3.580 3.466 -3.792
F -4.233 4.052 -4.932
F -2.231 3.931 -3.944
C -4.333 4.094 -2.532
F -5.431 3.351 -2.051
F -3.470 4.331 -1.407
C -4.946 5.578 -2.839
F -6.190 5.534 -3.481
F -5.213 6.118 -1.539
F -4.012 6.446 -3.418
N -2.215 -0.654 -3.255
C -2.833 -1.378 -4.405
S -3.094 -3.237 -4.137
O -2.345 -4.059 -5.152
O -4.549 -3.611 -4.219
H 5.329 3.326 0.494
H 4.497 1.934 -0.501
H 3.549 2.919 0.729
H 2.643 2.549 -1.645
H 1.980 4.027 -0.777
H 1.202 4.679 -2.854
H 2.942 5.448 -2.943
H 3.017 4.286 -5.130
H 3.307 2.817 -4.082
H 1.392 2.494 -5.847
H 0.295 3.601 -4.726
H 2.057 1.081 -3.884
H 0.875 2.087 -2.754
H -0.220 0.374 -5.282
H -1.011 1.672 -4.290
H 0.538 0.445 -1.470
H -0.269 -1.130 -1.090
H -1.071 1.101 -0.137
H -1.714 2.277 -2.154
H -3.200 1.835 -1.042
H -5.045 -0.730 -2.803
H -5.135 0.803 -1.819
H -3.194 -1.337 -0.561
H -5.268 -2.708 0.213
H -5.306 -2.681 -1.707
H -6.352 -1.549 -0.697
H -2.263 -1.359 -2.472
H -3.932 -1.083 -4.629
H -2.312 -1.169 -5.416
H -2.665 -3.622 -2.845
C -9.889 1.681 2.532
C -9.217 0.417 2.020
O -7.843 0.553 2.390
S -7.750 1.385 3.782
O -7.624 0.446 4.858
O -6.847 2.480 3.596
O -9.266 1.957 3.788
H -9.702 2.527 1.865
H -10.964 1.553 2.661
H -9.315 0.302 0.941
H -9.615 -0.471 2.518
C 3.042 2.263 5.655
C 2.679 3.738 5.619
O 3.139 4.201 4.353
S 3.024 2.997 3.272
O 1.802 3.165 2.535
O 4.299 2.842 2.637
O 2.814 1.782 4.327
H 4.100 2.122 5.890
H 2.435 1.708 6.371
H 3.145 4.301 6.428
H 1.594 3.878 5.656
C 4.994 -9.122 -3.650
C 5.394 -7.810 -4.309
O 6.734 -8.015 -4.754
S 6.927 -9.575 -5.160
O 6.770 -9.693 -6.578
O 8.063 -10.088 -4.459
O 5.581 -10.144 -4.453
H 5.410 -9.200 -2.641
H 3.911 -9.247 -3.605
H 5.341 -6.968 -3.623
H 4.775 -7.605 -5.188
C -8.593 -1.155 7.516
C -8.952 -2.544 7.012
O -9.431 -3.242 8.160
S -10.167 -2.188 9.153
O -11.578 -2.254 8.911
O -9.596 -2.321 10.457
O -9.600 -0.828 8.474
H -7.626 -1.159 8.026
H -8.576 -0.417 6.713
H -8.098 -3.062 6.575
H -9.764 -2.500 6.280
C -2.161 5.664 3.769
C -2.549 6.468 2.538
O -1.328 7.035 2.065
S -0.108 6.015 2.394
O 0.159 5.243 1.216
O 0.908 6.737 3.096
O -0.900 5.072 3.451
H -2.023 6.313 4.638
H -2.894 4.892 4.006
H -3.274 7.250 2.764
H -2.948 5.819 1.752
C 7.360 -0.530 4.855
C 8.118 0.779 4.710
O 7.527 1.656 5.669
S 7.030 0.787 6.947
O 8.037 0.862 7.961
O 5.653 1.095 7.194
O 7.120 -0.678 6.253
H 6.393 -0.485 4.348
H 7.929 -1.379 4.474
H 8.040 1.198 3.707
H 9.173 0.655 4.971
C 2.277 -3.189 3.740
C 3.706 -3.536 3.357
O 4.413 -2.296 3.397
S 3.761 -1.353 4.549
O 4.552 -1.486 5.737
O 3.434 -0.082 3.966
O 2.389 -2.196 4.757
H 1.736 -2.753 2.895
H 1.728 -4.055 4.113
H 3.773 -3.984 2.369
H 4.160 -4.208 4.092

The calculation puts the gap between HOMO and LUMO at 0.2543 Eh. The charge is +1. The calculation puts the LUMO energy at -4.3975 eV. As for the spin multiplicity: 1.